## a
A cluster of 2 separate species, C2H6NS in total, computed with the ωB97M-V functional and the def2-TZVPD basis.

```
10
C2H6NS the ωB97M-V functional and the def2-TZVPD basis
S -0.56949 -1.95742 1.24096
H -1.28140 -1.87572 2.32627
C -0.46561 2.07403 -1.12510
C 1.13736 0.51947 -0.47491
N 0.85907 1.51341 -1.29169
H -1.06035 1.41126 -0.54555
H -0.74322 2.36862 -2.15703
H -0.16382 3.06168 -0.53217
H 1.62893 -0.34895 -0.84240
H 0.68766 0.54691 0.53729
```

Summary:
Orbital gap in eV: 6.793
LUMO level in eV: 4.14
Total charge: -1
HOMO energy in eV: -2.650



## b
A cluster of 2 separate species, C2H6NS in total, computed with the ωB97M-V functional and the def2-TZVPD basis.

```
10
C2H6NS the ωB97M-V functional and the def2-TZVPD basis
S -2.64904 -0.50177 -0.45326
H -1.70818 0.16068 0.21277
C 2.07272 1.26321 0.97265
C 1.31155 -0.49290 -0.44096
N 2.25542 0.01957 0.23871
H 1.49178 1.98037 0.40453
H 3.04112 1.68287 1.23048
H 1.58207 1.11732 1.94871
H 1.52980 -0.96140 -1.39323
H 0.33445 -0.72935 0.01831
```

Summary:
Orbital gap in eV: 6.248
LUMO level in eV: 3.66
Total charge: -1
HOMO energy in eV: -2.583



## c
A cluster of 2 separate species, C2H6NS in total, computed with the ωB97M-V functional and the def2-TZVPD basis.

```
10
C2H6NS the ωB97M-V functional and the def2-TZVPD basis
S 1.49915 -1.97341 1.47896
H 2.26238 -0.84067 1.56364
C -0.71614 -0.18152 -1.21996
C -0.20957 1.12430 0.60036
N -0.36710 1.15865 -0.66127
H -0.25304 -0.15589 -2.20720
H -1.79287 -0.26955 -1.19113
H -0.22048 -0.99301 -0.68128
H -0.14946 1.99115 1.25595
H -0.05285 0.13996 1.06194
```

Summary:
Orbital gap in eV: 6.998
LUMO level in eV: 4.30
Total charge: -1
HOMO energy in eV: -2.695



Most stable one: c, least stable one: a.



## a
An isolated molecule of C2H4BFO, computed with the ωB97M-V functional and the def2-TZVPD basis.

```
9
C2H4BFO the ωB97M-V functional and the def2-TZVPD basis
B -1.19165 0.41727 -0.66030
C 1.00141 -0.96161 0.27900
C 0.02207 0.44939 0.22896
O 2.10308 -1.07175 -0.13868
F 0.77409 1.51694 -0.13967
H -1.03737 0.70084 -1.79107
H -2.21253 0.25260 -0.03561
H 0.54888 -1.68524 0.91782
H -0.00799 0.38156 1.33954
```

Summary:
Orbital gap in eV: 9.391
LUMO level in eV: -0.51
HOMO energy in eV: -9.899
SMILES: B[C@H](F)C=O



## b
An isolated molecule of C2H4BFO, computed with the ωB97M-V functional and the def2-TZVPD basis.

```
9
C2H4BFO the ωB97M-V functional and the def2-TZVPD basis
B -0.46141 0.16583 0.54532
C -0.29959 -1.42758 0.34689
C 0.17152 1.01751 -0.57089
O -1.15984 -2.23371 0.13815
F 1.03299 -1.90124 0.56555
H -0.86767 0.83301 1.47533
H 0.18453 0.68674 -1.66795
H 1.24896 0.79576 -0.38698
H 0.15052 2.06368 -0.44543
```

Summary:
Orbital gap in eV: 11.122
LUMO level in eV: -0.19
HOMO energy in eV: -11.314
SMILES: CBC(=O)F



Most stable one: b, least stable one: a.



## a
An isolated molecule of C2H3NS3, computed with the ωB97M-V functional and the def2-TZVPD basis.

```
9
C2H3NS3 the ωB97M-V functional and the def2-TZVPD basis
C 0.65730 1.17602 0.12375
C -1.64806 -0.20895 0.03607
H 2.50253 -1.58896 -0.22109
H 1.09860 2.01918 0.52162
H -1.08038 -0.70947 0.81186
N 1.47652 0.19047 0.04579
S 1.16327 -1.34139 -0.48625
S -0.98842 1.28516 -0.62795
S -3.18136 -0.82206 -0.20381
```

Summary:
Orbital gap in eV: 8.212
LUMO level in eV: -0.70
HOMO energy in eV: -8.910
SMILES: S=CS/C=N\S



## b
An isolated molecule of C2H3NS3, computed with the ωB97M-V functional and the def2-TZVPD basis.

```
9
C2H3NS3 the ωB97M-V functional and the def2-TZVPD basis
C -0.50149 -1.15787 1.13295
C 0.49326 1.07789 -0.09742
H -2.98099 -1.61458 -1.16184
H -0.33024 -1.62044 2.19197
H -0.71733 1.09733 -0.57092
N -1.53013 -1.64591 0.43201
S -1.82939 -0.94853 -1.13390
S 1.15312 -0.51966 0.68291
S 1.60058 2.35187 -0.15504
```

Summary:
Orbital gap in eV: 8.025
LUMO level in eV: -0.83
HOMO energy in eV: -8.851
SMILES: S=CS/C=N\S



## c
A cluster of 2 separate species, C2H3NS3 in total, computed with the ωB97M-V functional and the def2-TZVPD basis.

```
9
C2H3NS3 the ωB97M-V functional and the def2-TZVPD basis
C 2.33545 -1.37606 -1.30620
C -0.55339 1.05316 0.79166
N -1.69828 0.46718 0.60124
S 1.73272 -1.41748 -2.73203
S 2.89864 -1.33725 0.13901
S -2.04241 -0.89100 -0.24421
H 0.32793 0.63597 0.33854
H -0.49118 1.95229 1.37734
H -2.50947 0.91319 1.03465
```

Summary:
Orbital gap (alpha / beta) in eV: 8.061 / 8.062
LUMO level (alpha / beta) in eV: -0.04 / -0.04
HOMO energy (alpha / beta) in eV: -8.100 / -8.100



Most stable one: c, least stable one: b.



## a
An isolated molecule of C8H12, computed with the ωB97M-V functional and the def2-TZVPD basis.

```
20
C8H12 the ωB97M-V functional and the def2-TZVPD basis
C 1.31237 -1.13912 -1.50616
C -0.05593 -0.45326 -1.12729
C -1.13804 -0.33340 -1.90074
C -0.25359 -0.81304 1.23447
C -0.01290 0.04897 0.29035
C 0.11274 1.51969 0.55826
C 0.47530 2.40929 -0.32505
C -0.59260 -0.51474 2.67128
H 1.46683 -2.13196 -1.26809
H 1.28441 -1.20044 -2.56456
H 2.15794 -0.66795 -0.90616
H -2.00469 0.17029 -1.64083
H -1.18805 -0.74492 -2.95075
H -0.34618 -1.81038 0.92256
H -0.45586 1.80466 1.34800
H 0.89519 2.07834 -1.37380
H 0.50253 3.48897 -0.27649
H 0.18456 -0.05795 3.17271
H -1.58624 -0.04651 2.55163
H -0.75778 -1.60655 3.09068
```

Summary:
Orbital gap in eV: 9.612
LUMO level in eV: 1.02
HOMO energy in eV: -8.587
SMILES: C=C/C(=C\C)C(=C)C



## b
An isolated molecule of C8H12, computed with the ωB97M-V functional and the def2-TZVPD basis.

```
20
C8H12 the ωB97M-V functional and the def2-TZVPD basis
C 1.03606 -0.11817 -1.27686
C 1.25687 -0.04786 0.25881
C 0.83968 1.45342 0.07704
C -0.14458 0.85397 -0.97283
C -1.25471 0.08551 -0.22223
C -0.86738 -1.40479 -0.12161
C 0.13554 -0.89494 0.95434
C -1.00766 0.08526 1.31734
H 0.84693 -1.03960 -1.79548
H 1.88262 0.36425 -1.80476
H 2.25168 -0.31258 0.64472
H 0.43584 2.00250 0.90323
H 1.70321 2.07227 -0.35001
H -0.51163 1.47226 -1.78078
H -2.25151 0.29584 -0.62530
H -0.57101 -1.94546 -1.02349
H -1.66122 -2.01497 0.36305
H 0.54268 -1.55643 1.74158
H -0.78055 1.02048 1.84322
H -1.85003 -0.43295 1.80010
```

Summary:
Orbital gap in eV: 11.007
LUMO level in eV: 1.11
HOMO energy in eV: -9.899
SMILES: C1[C@H]2C[C@@H]1[C@H]1C[C@@H]2C1



Most stable one: b, least stable one: a.



## a
An isolated molecule of C8H12, computed with the ωB97M-V functional and the def2-TZVPD basis.

```
20
C8H12 the ωB97M-V functional and the def2-TZVPD basis
C -0.24736 -1.00803 1.26407
C 0.06816 -0.43906 -0.25460
C -1.41980 -0.39331 -0.81908
C -1.49362 1.10039 0.13299
C -0.10462 1.12513 -0.13282
C 1.35340 1.25792 0.26685
C 2.10451 0.23348 -0.09150
C 1.31360 -0.89265 -0.81809
H -1.08976 -1.93282 1.24762
H -1.04710 -0.26826 1.80411
H 0.94191 -1.26547 1.71588
H -2.10990 -1.40888 -0.61117
H -1.59697 -0.04363 -1.91178
H -2.11361 0.91650 1.07447
H -2.13430 1.57471 -0.52349
H 0.06581 1.74758 -1.22010
H 1.70105 2.17214 0.79726
H 3.23272 0.37704 0.51625
H 1.18823 -2.05088 -0.65745
H 1.38766 -0.80189 -1.77942
```

Summary:
Orbital gap in eV: 9.892
LUMO level in eV: 1.03
HOMO energy in eV: -8.860
SMILES: C[C@]12CC=C[C@@H]1CC2



## b
An isolated molecule of C8H12, computed with the ωB97M-V functional and the def2-TZVPD basis.

```
20
C8H12 the ωB97M-V functional and the def2-TZVPD basis
C -1.08170 -0.37468 2.17221
C 0.30443 -0.02990 1.52331
C 1.18711 -1.14479 1.47317
C 1.03607 0.88192 -0.68619
C 0.54500 -0.22615 0.05265
C 0.00101 -1.41026 -0.77794
C -0.88497 1.24747 -2.22907
C 0.37081 1.48978 -1.76015
H -1.81898 0.39051 1.92524
H -0.89614 -0.41561 3.23690
H -1.36374 -1.35699 1.80265
H 0.59935 0.95338 1.89951
H 2.24154 -1.00007 1.71733
H 1.95220 1.36897 -0.35753
H -0.66133 -2.01448 -0.16632
H 0.84666 -2.02237 -1.07955
H -0.48689 -1.06519 -1.68809
H -1.60360 0.74103 -1.59908
H -1.17943 1.70904 -3.15932
H 0.89259 2.27839 -2.29975
```

Summary:
Orbital gap in eV: 5.905
LUMO level in eV: -1.37
HOMO energy in eV: -7.270



## c
A structure of composition C8H12, computed with the ωB97M-V functional and the def2-TZVPD basis.

```
20
C8H12 the ωB97M-V functional and the def2-TZVPD basis
C -1.31928 0.08752 -1.74128
C -0.12493 -0.21216 -0.91401
C 1.07307 -0.85243 -1.13487
C 1.87622 -0.83789 0.10397
C 1.28156 -0.09361 1.03903
C -0.12877 0.26637 0.55974
C -1.26415 -0.43530 1.30818
C -0.44253 1.73264 0.63191
H -2.46374 0.42500 -0.67329
H -1.76673 -1.21768 -2.55670
H -0.81418 1.18615 -2.53068
H 1.47074 -1.31072 -2.08904
H 2.84074 -1.37111 0.34139
H 1.51215 -0.37375 2.18808
H -1.42216 -0.08719 2.32125
H -2.24638 -0.15262 0.91006
H -1.23091 -1.52939 1.20344
H -0.83626 2.29273 1.61762
H 0.53508 2.28602 0.36135
H -1.28551 1.92174 -0.20951
```

Summary:
Orbital gap in eV: 8.606
LUMO level in eV: 0.31
HOMO energy in eV: -8.293



Most stable one: b, least stable one: a.